Molecular formula: C2H4N2O2
Method: DFT, ωB97M-V with the def2-TZVPD basis set

Output
SMILES = [H]/N=C/C[N+](=O)[O-]
E_LUMO = 0.4 eV
DFT total energy = -9209.71014 eV

The geometry in ORCA input format:
```
! wB97M-V def2-TZVPD RIJCOSX def2/J DEFGRID3
* xyz 0 1
N -0.5283 0.9438 -0.8263
C 0.7854 -0.3345 0.6410
H -1.3658 1.0512 -1.3935
N 2.0497 -0.1138 -0.0512
C -0.4496 -0.1643 -0.1992
H 0.8443 0.0578 1.6246
H -1.2880 -1.0089 -0.3202
O 2.0574 0.7062 -0.9197
O 3.0186 -0.7600 0.3226
H 0.8197 -1.4806 0.7186
*
```

Here are the Mulliken charges for atoms 1 to 6, given in e:
1 N -0.455
2 C -0.475
3 H 0.246
4 N 0.879
5 C -0.054
6 H 0.366

Molecular formula: C2H4N2O2
Method: DFT, ωB97M-V with the def2-TZVPD basis set

Output
E_LUMO (spin up / spin down) = -2.5 / -1.2 eV
DFT total energy = -9205.83572 eV

The geometry in ORCA input format:
```
! wB97M-V def2-TZVPD RIJCOSX def2/J DEFGRID3
* xyz 0 1
H 0.4311 -1.2625 -2.0183
H 2.6287 0.4065 0.8456
H 0.0416 -1.4586 0.2179
C 0.7231 0.4703 0.2358
N -1.5963 0.0546 -0.0243
C -0.3109 -0.4186 -0.0371
O -2.6266 -0.5782 -0.1618
H 0.5613 1.5687 0.0772
N 1.7583 -0.0715 0.6976
O -1.6102 1.2892 0.1674
*
```

Here are the Mulliken charges for atoms 1 to 6, given in e:
1 H 0.098
2 H 0.252
3 H 0.470
4 C 0.111
5 N 0.937
6 C -0.603

Molecular formula: C2H4N2O2
Method: DFT, ωB97M-V with the def2-TZVPD basis set

Output
E_LUMO = -1.0 eV
DFT total energy = -9206.65295 eV

The geometry in ORCA input format:
```
! wB97M-V def2-TZVPD RIJCOSX def2/J DEFGRID3
* xyz 0 1
N 0.5741 -1.5234 -1.2809
N -1.3072 -0.3882 -0.1002
O -1.4092 0.8270 -0.3168
C 1.3354 -0.6489 -0.2918
H 2.0556 0.0430 -0.7081
O -2.1173 -1.0162 0.4709
H -0.4499 1.9616 1.0342
H 1.7969 -1.3067 0.4730
H -0.4205 2.7668 1.3319
C -0.0580 -0.7149 -0.6122
*
```

Here are the Mulliken charges for atoms 1 to 6, given in e:
1 N -0.371
2 N 0.875
3 O -0.485
4 C -0.362
5 H 0.218
6 O -0.508

Molecular formula: C2H4N2O2
Method: DFT, ωB97M-V with the def2-TZVPD basis set

Output
SMILES = NC(=O)/N=C\O
E_LUMO = 0.8 eV
DFT total energy = -9214.40644 eV

The geometry in ORCA input format:
```
! wB97M-V def2-TZVPD RIJCOSX def2/J DEFGRID3
* xyz 0 1
O 0.6216 -1.6425 -0.0935
H -2.2473 0.8416 1.0199
H 1.8576 1.2420 0.2183
N -0.3063 0.3374 0.6976
C -1.5280 0.3475 0.3659
N 1.8324 0.2968 -0.1279
H 2.7095 -0.1933 -0.2111
O -2.1374 -0.1464 -0.7157
H -1.5089 -0.6408 -1.2620
C 0.7067 -0.4424 0.1085
*
```

Here are the Mulliken charges for atoms 1 to 6, given in e:
1 O -0.581
2 H 0.346
3 H 0.241
4 N -0.442
5 C 0.223
6 N -0.370

Molecular formula: C2H4N2O2S
Method: DFT, ωB97M-V with the def2-TZVPD basis set

Output
E_LUMO (spin up / spin down) = -1.2 / -1.2 eV
DFT total energy = -20043.58867 eV

The geometry in ORCA input format:
```
! wB97M-V def2-TZVPD RIJCOSX def2/J DEFGRID3
* xyz 0 1
O -0.1952 -2.1565 1.0564
S 0.3199 -1.2590 0.0337
C -1.1102 -0.2060 -0.6084
C -0.7275 1.1038 -0.1132
H -1.1785 1.8195 0.6191
O 1.2472 -1.7258 -0.9843
N 1.0912 0.8714 0.6233
N -0.6321 0.7884 -1.4143
H 1.3333 0.7965 1.5381
H -2.0606 -0.8346 -0.7194
H 1.9124 0.8023 -0.0309
*
```

Here are the Mulliken charges for atoms 1 to 6, given in e:
1 O -0.500
2 S 0.889
3 C -0.018
4 C 0.247
5 H 0.320
6 O -0.476

Molecular formula: C2H4N2O2S
Method: DFT, ωB97M-V with the def2-TZVPD basis set

Output
SMILES = O=C(/C=N\S)NO
E_LUMO = -0.1 eV
DFT total energy = -20046.82784 eV

The geometry in ORCA input format:
```
! wB97M-V def2-TZVPD RIJCOSX def2/J DEFGRID3
* xyz 0 1
N 1.9147 0.6964 0.7139
C -0.4872 0.6148 0.3358
H 2.8148 0.4986 0.2869
H -0.5154 1.5772 0.8769
N -1.6199 0.1413 -0.0148
H -0.6849 -1.7727 -1.0542
C 0.8558 0.0356 0.1178
H 1.8490 2.1201 1.9391
O 1.7917 2.0502 0.9673
S -1.9248 -1.2812 -0.8479
O 1.0905 -1.0116 -0.4794
*
```

Here are the Mulliken charges for atoms 1 to 6, given in e:
1 N -0.115
2 C -0.106
3 H 0.291
4 H 0.353
5 N -0.450
6 H 0.190